Record 1
58
Properties=species:S:1:pos:R:3:forces:R:3 method="wB97M-V/def2-TZVPD" lumo_ev=-0.05 e_above_lowest_kj_mol=96.0 orbital_gap_ev=8.209 energy_ev=-40132.62766 smiles="CCc1ccccc1NC(=O)COc1ccc2c(=O)c(Oc3cc(C)ccc3C)coc2c1"
C 1.287 3.048 -1.390 0.158 -0.201 -0.052
H 1.419 2.952 -0.314 -0.013 0.045 0.079
H 1.743 3.984 -1.704 -0.021 0.134 -0.006
H 0.221 3.083 -1.598 -0.113 0.068 -0.009
C 1.934 1.857 -2.085 -0.129 0.116 0.027
C 1.774 1.814 -3.586 0.057 -0.176 0.047
C 1.198 2.848 -4.308 0.046 -0.038 -0.011
C 1.032 2.764 -5.681 -0.053 0.054 -0.093
C 1.440 1.631 -6.360 -0.015 0.073 0.048
C 2.029 0.589 -5.667 0.051 -0.095 -0.015
C 2.201 0.679 -4.293 -0.210 0.175 -0.343
N 2.817 -0.368 -3.581 0.210 0.434 0.315
C 2.765 -1.691 -3.848 0.233 -0.190 0.474
O 2.249 -2.211 -4.811 -0.056 -0.161 -0.148
C 3.463 -2.541 -2.770 -0.080 -0.268 -0.379
O 3.605 -1.903 -1.519 0.072 0.164 0.202
C 2.488 -1.593 -0.805 -0.203 0.194 0.484
C 2.713 -0.917 0.387 0.048 -0.019 -0.005
C 1.641 -0.516 1.176 -0.345 -0.398 -0.743
C 0.325 -0.788 0.776 0.273 0.016 0.053
C 0.124 -1.474 -0.426 0.122 0.087 0.159
C 1.177 -1.876 -1.211 0.121 -0.135 -0.152
H 0.982 -2.393 -2.136 -0.030 -0.070 -0.104
H -0.895 -1.671 -0.722 -0.091 -0.011 -0.031
C -0.820 -0.339 1.575 -0.103 0.177 -0.012
O -1.981 -0.471 1.229 0.263 0.072 0.014
C -0.408 0.321 2.829 0.397 -0.110 -0.045
C 0.898 0.526 3.104 -0.781 0.032 0.182
O 1.923 0.155 2.316 0.227 -0.006 -0.019
H 1.225 1.045 3.993 0.001 -0.022 0.013
O -1.339 0.839 3.675 -0.041 0.241 -0.156
C -2.476 0.090 3.928 -0.480 -0.448 0.382
C -2.424 -1.288 4.056 0.091 0.266 0.040
C -3.566 -2.012 4.371 -0.023 0.105 0.038
C -4.752 -1.324 4.575 0.003 -0.091 -0.001
C -4.795 0.055 4.465 0.120 -0.025 -0.049
C -3.667 0.789 4.138 0.325 0.068 -0.068
C -3.692 2.278 3.998 0.080 -0.053 -0.018
H -4.692 2.666 4.171 -0.051 0.045 0.015
H -3.370 2.562 2.997 0.008 0.111 -0.044
H -3.004 2.736 4.707 0.009 0.133 0.011
H -5.729 0.574 4.627 -0.077 0.083 0.013
H -5.651 -1.869 4.823 -0.084 -0.072 0.035
C -3.499 -3.506 4.472 0.021 0.015 -0.065
H -3.377 -3.941 3.479 -0.002 -0.108 -0.030
H -4.408 -3.907 4.912 -0.033 -0.075 0.031
H -2.649 -3.814 5.078 0.024 -0.083 0.041
H -1.486 -1.803 3.900 0.089 -0.052 -0.005
H 3.721 -0.699 0.699 0.152 0.037 0.037
H 2.935 -3.497 -2.684 0.003 0.169 -0.043
H 4.485 -2.744 -3.104 -0.170 -0.002 0.018
H 3.271 -0.101 -2.718 -0.070 -0.169 -0.108
H 2.349 -0.301 -6.182 0.025 -0.049 -0.030
H 1.306 1.556 -7.428 -0.010 -0.013 -0.096
H 0.578 3.584 -6.215 -0.045 0.069 -0.048
H 0.863 3.736 -3.798 -0.036 0.089 0.099
H 3.003 1.855 -1.839 0.002 -0.107 0.068
H 1.498 0.943 -1.668 0.130 -0.027 0.003

Record 2
138
Properties=species:S:1:pos:R:3:forces:R:3 method="wB97M-V/def2-TZVPD" charge=+2 lumo_ev="-4.84 / -8.79" spin_multiplicity=5 e_above_lowest_kj_mol=64.4 orbital_gap_ev="7.417 / 3.522" energy_ev=-236106.46442
Os 0.766 -0.369 -0.144 -0.376 0.257 1.554
C 5.979 2.528 -6.752 -0.127 -0.039 0.375
C 6.149 2.106 -5.316 0.159 0.960 -0.625
C 5.858 0.774 -4.934 -0.041 -1.073 0.486
C 6.083 0.292 -3.644 -0.271 -0.391 -0.288
C 5.823 -1.162 -3.319 0.006 0.121 -0.075
C 6.571 1.177 -2.688 -0.113 -0.867 0.536
C 6.830 2.544 -3.036 0.207 1.132 -0.418
C 7.367 3.500 -2.019 -0.193 -0.031 -0.187
C 6.622 2.970 -4.357 0.096 0.236 0.346
C 6.956 0.661 -1.337 0.010 0.042 0.522
C 8.276 0.234 -1.194 0.031 0.096 -0.310
C 8.735 -0.283 0.007 0.044 -0.027 0.024
C 7.881 -0.388 1.090 0.048 -0.099 0.036
C 6.556 0.019 0.988 -0.023 0.084 -0.113
C 6.095 0.560 -0.225 0.221 0.024 -0.355
Ge 4.232 1.080 -0.267 -0.799 0.332 0.277
S 3.003 -0.753 -0.454 0.074 0.215 0.098
S 3.547 2.503 -1.905 0.336 -0.092 -0.396
Ge 2.441 3.469 -0.255 0.477 0.028 0.244
S 0.538 1.019 -2.061 -0.359 -0.040 -0.132
S 3.560 2.486 1.372 -0.124 -0.136 -0.305
C 2.041 5.332 -0.215 -0.008 0.387 -0.031
C 2.505 6.135 0.840 -0.047 -0.067 -0.167
C 2.239 7.503 0.799 -0.080 -0.023 -0.042
C 1.517 8.049 -0.252 0.021 0.059 0.054
C 1.041 7.241 -1.275 -0.080 0.009 -0.128
C 1.293 5.875 -1.276 -0.014 -0.007 0.192
C 0.752 5.016 -2.381 -0.045 0.113 0.294
C 1.503 4.818 -3.535 0.123 -0.050 -0.150
C 2.832 5.509 -3.743 -0.109 0.037 0.087
C 0.983 4.011 -4.551 0.136 0.039 -0.071
C -0.271 3.432 -4.455 -0.014 -0.121 -0.158
C -0.822 2.561 -5.559 0.043 0.040 0.101
C -1.022 3.678 -3.308 -0.138 0.071 0.121
C -0.541 4.465 -2.270 -0.028 -0.026 0.041
C -1.416 4.757 -1.071 0.072 -0.008 -0.095
C 3.225 5.606 2.038 0.713 0.018 0.270
C 2.485 5.118 3.133 0.093 0.239 -0.524
C 0.981 4.964 3.060 0.132 0.079 0.023
C 3.165 4.812 4.298 0.830 -0.031 0.378
C 4.559 4.988 4.421 -0.850 -0.116 -0.008
C 5.238 4.745 5.740 -0.048 0.124 0.076
C 5.275 5.419 3.312 -0.090 0.030 0.073
C 4.644 5.717 2.116 -1.193 -0.002 -0.071
C 5.435 6.162 0.921 -0.037 0.119 -0.126
C 5.646 -0.076 2.175 0.035 -0.039 -0.072
C 4.982 -1.270 2.481 -0.023 -0.186 0.023
C 5.257 -2.549 1.722 -0.007 0.112 0.107
C 4.105 -1.282 3.568 0.056 -0.175 -0.123
C 3.912 -0.167 4.370 -0.096 0.051 0.141
C 2.968 -0.198 5.549 0.161 0.124 -0.026
C 4.643 0.980 4.087 0.090 0.127 0.108
C 5.518 1.042 3.011 0.198 0.080 0.094
C 6.357 2.277 2.778 0.145 -0.164 0.089
H 5.063 2.114 -7.181 0.058 -0.023 0.063
H 6.811 2.153 -7.354 0.023 -0.084 0.060
H 5.961 3.612 -6.857 0.023 -0.041 0.070
H 5.491 0.083 -5.691 0.024 0.113 0.097
H 5.657 -1.739 -4.228 0.017 0.054 0.018
H 4.939 -1.279 -2.688 -0.019 0.076 0.029
H 6.661 -1.604 -2.780 -0.004 0.060 -0.033
H 6.795 3.448 -1.088 0.016 -0.088 -0.038
H 7.347 4.522 -2.395 0.000 -0.081 0.004
H 8.402 3.249 -1.762 -0.043 -0.107 -0.020
H 6.851 3.996 -4.625 -0.039 -0.097 0.078
H 8.946 0.301 -2.047 0.015 -0.025 0.080
H 9.765 -0.608 0.095 -0.043 0.027 -0.030
H 8.236 -0.797 2.031 -0.017 0.049 -0.071
H 2.587 8.135 1.609 -0.015 -0.063 -0.049
H 1.312 9.113 -0.264 0.015 -0.061 -0.019
H 0.468 7.673 -2.089 0.029 -0.023 0.068
H 3.307 5.800 -2.805 -0.058 -0.042 -0.048
H 2.697 6.420 -4.336 0.002 -0.082 0.057
H 3.516 4.861 -4.284 0.102 -0.092 -0.116
H 1.573 3.855 -5.452 -0.053 0.024 0.082
H -0.196 2.601 -6.452 -0.026 0.015 0.063
H -1.830 2.874 -5.838 0.046 0.002 0.015
H -0.886 1.516 -5.240 0.014 0.067 0.004
H -2.024 3.259 -3.233 0.098 0.048 0.002
H -2.385 4.263 -1.172 0.046 0.030 -0.034
H -1.602 5.829 -0.968 0.015 -0.059 -0.025
H -0.952 4.422 -0.143 0.016 0.039 -0.011
H 0.487 5.938 2.979 0.049 -0.053 0.014
H 0.600 4.465 3.953 0.039 0.041 -0.049
H 0.667 4.386 2.187 0.021 -0.015 0.015
H 2.604 4.456 5.160 0.065 0.018 -0.080
H 4.749 3.949 6.304 0.049 -0.008 -0.030
H 5.184 5.650 6.355 0.026 -0.084 -0.036
H 6.293 4.502 5.617 -0.017 -0.044 -0.010
H 6.352 5.536 3.386 -0.017 -0.018 -0.009
H 6.503 6.036 1.093 -0.001 0.019 -0.001
H 5.246 7.215 0.689 0.051 -0.079 0.000
H 5.155 5.591 0.028 0.025 0.003 0.030
H 6.330 -2.712 1.599 -0.051 0.003 0.043
H 4.818 -2.539 0.726 -0.051 0.044 -0.082
H 4.848 -3.408 2.257 0.017 0.078 -0.028
H 3.601 -2.212 3.822 0.057 0.064 -0.039
H 2.644 -1.215 5.775 0.120 0.058 0.051
H 2.080 0.411 5.355 0.125 -0.024 0.007
H 3.446 0.203 6.444 0.028 -0.008 -0.035
H 4.541 1.849 4.736 0.018 -0.064 -0.107
H 6.082 3.061 3.480 0.004 -0.089 -0.104
H 6.240 2.671 1.763 0.030 -0.007 0.147
H 7.419 2.055 2.914 -0.038 -0.055 0.020
C 0.180 -1.235 4.138 0.089 -0.091 -0.155
C 0.411 -1.241 2.666 -0.034 -0.086 0.307
N 0.739 -0.220 1.981 -0.132 -0.585 -0.395
O 0.889 0.943 2.671 -0.005 0.194 -0.241
C 0.146 -2.480 1.844 -0.031 0.250 -0.179
C 0.657 -3.752 2.467 0.095 -0.130 0.041
N 0.663 -2.261 0.480 0.065 -0.535 -0.666
O -0.358 -2.844 -0.333 0.211 -0.114 0.411
H -0.076 -0.240 4.489 -0.007 0.008 -0.006
H 1.089 -1.557 4.656 -0.245 -0.022 -0.165
H -0.618 -1.932 4.385 -0.037 -0.015 -0.030
H 1.200 1.566 1.993 0.212 0.284 0.155
H 1.728 -3.659 2.663 -0.082 -0.042 -0.001
H 0.499 -4.565 1.759 0.009 -0.014 0.039
H 0.131 -3.983 3.398 0.055 0.051 -0.117
C -2.697 -4.406 -0.019 -0.043 0.213 -0.010
N -2.650 -2.941 -0.152 -0.312 -0.091 -0.147
C -3.749 -2.225 -0.474 -0.051 -0.333 0.042
C -3.769 -0.881 -0.524 -0.066 0.114 0.033
C -2.538 -0.197 -0.287 0.017 0.430 0.008
N -1.433 -0.845 0.027 0.314 -0.050 -0.179
C -1.487 -2.270 0.275 0.038 -0.003 -0.034
O -1.266 -2.540 1.661 -0.224 0.000 0.006
N -2.511 1.140 -0.427 -0.105 -0.313 0.049
H -3.555 -4.771 -0.576 0.003 0.025 0.001
H -2.790 -4.703 1.024 0.004 0.048 0.031
H -1.797 -4.841 -0.441 0.049 0.006 -0.035
H -4.630 -2.811 -0.703 0.026 0.008 0.022
H -4.668 -0.342 -0.782 0.076 -0.030 0.020
H -3.358 1.643 -0.614 -0.065 -0.010 -0.032
H -1.667 1.651 -0.245 0.040 0.108 0.036
O 0.770 2.734 0.011 -0.595 -0.144 -0.234
N 0.336 1.574 -0.516 0.717 -0.127 -0.360

Record 3
19
Properties=species:S:1:pos:R:3:forces:R:3 method="wB97M-V/def2-TZVPD" charge=-1 lumo_ev="4.25 / 3.98" spin_multiplicity=2 e_above_lowest_kj_mol=91.2 orbital_gap_ev="3.097 / 8.634" energy_ev=-7894.23424
C 1.170 1.596 -0.852 1.419 1.276 0.811
C 0.198 1.564 0.328 -0.362 0.906 0.137
C -1.131 0.885 0.082 -1.253 -0.641 1.652
N -1.347 -0.418 0.725 -0.609 -0.678 -0.997
C -1.223 -1.573 -0.155 -0.773 -0.321 0.576
H 1.681 2.574 -0.698 0.042 -0.352 -0.528
H 2.006 0.885 -0.793 -0.502 -0.266 -0.048
H 0.767 1.612 -1.868 -0.338 -0.177 0.324
H 0.651 1.217 1.270 0.095 -0.523 -0.539
H -0.048 2.605 0.650 0.190 -0.308 -0.679
H -1.935 1.528 0.489 0.292 0.103 -0.043
H -1.427 0.773 -0.960 0.483 -0.010 -0.177
H -0.939 -0.631 1.624 0.404 0.653 -0.081
H -1.490 -2.482 0.400 -0.076 0.129 0.147
H -1.984 -1.500 -0.957 0.658 0.016 -0.013
H -0.213 -1.792 -0.491 0.090 0.263 -0.683
H 1.371 -2.676 0.950 0.146 -0.171 0.182
H 1.858 -1.616 0.009 0.287 -0.107 0.039
O 2.037 -2.550 0.247 -0.190 0.208 -0.079

Record 4
78
Properties=species:S:1:pos:R:3:forces:R:3 method="wB97M-V/def2-TZVPD" charge=+1 lumo_ev=-3.60 orbital_gap_ev=7.914 energy_ev=-109878.97678
C -0.836 1.175 -4.514 0.308 0.002 1.083
C 0.252 0.160 -4.248 -0.581 -0.527 -1.346
O 0.579 -0.662 -5.031 0.192 -0.093 0.497
O 0.862 0.220 -2.959 -0.087 1.044 0.503
C 1.938 1.055 -2.890 0.394 -0.602 -0.126
O 2.681 1.249 -3.802 -0.213 0.325 -0.065
C 2.135 1.715 -1.525 -0.365 -0.170 -0.571
P 0.869 3.025 -1.349 0.531 0.495 0.974
N 0.269 3.127 0.207 0.461 -1.181 -1.354
C -0.447 2.145 0.503 -0.883 0.540 0.822
S -1.453 1.102 1.000 0.505 0.033 -0.171
H -0.366 2.046 -4.977 -0.153 0.007 -0.070
H -1.321 1.474 -3.582 0.019 0.120 -0.119
H -1.602 0.757 -5.158 0.223 -0.053 -0.223
H 3.128 2.163 -1.550 -0.052 0.079 0.195
H 2.077 0.982 -0.718 -0.202 0.098 0.041
H 1.529 4.234 -1.593 -0.210 -0.115 0.012
H -0.093 2.882 -2.350 0.052 -0.191 0.141
C -0.050 -4.024 4.278 -0.037 -0.021 -0.135
C 0.748 -4.018 2.967 0.014 -0.014 0.069
C 0.246 -2.834 2.131 0.145 -0.292 -0.142
S -0.345 -1.612 3.310 0.318 -0.395 0.253
O -1.771 -1.450 3.127 0.044 0.313 -0.144
O 0.536 -0.464 3.293 -0.256 0.209 -0.183
C -0.046 -2.584 4.776 -0.041 -0.197 0.031
H 0.386 -4.695 5.015 -0.010 0.042 0.039
H -1.075 -4.350 4.086 -0.001 0.004 0.030
H 1.809 -3.889 3.188 -0.010 0.016 0.011
H 0.639 -4.955 2.423 0.004 0.015 -0.016
H 1.036 -2.391 1.528 -0.072 0.117 -0.001
H -0.593 -3.114 1.495 -0.062 0.074 0.056
H -0.814 -2.379 5.515 0.015 0.144 -0.022
H 0.930 -2.302 5.167 -0.026 0.069 0.016
C -1.574 -2.208 10.351 -0.055 -0.053 -0.087
C -2.499 -3.419 10.170 0.046 0.027 0.042
C -1.980 -4.216 8.966 -0.343 0.034 0.114
S -0.212 -3.900 8.883 -0.067 -0.054 0.349
O 0.074 -3.179 7.663 0.058 -0.123 -0.034
O 0.511 -5.096 9.224 0.108 0.026 -0.249
C -0.152 -2.751 10.252 -0.127 0.265 0.154
H -1.743 -1.708 11.303 0.008 0.005 -0.005
H -1.752 -1.483 9.553 0.030 0.018 0.017
H -2.464 -4.041 11.066 0.019 -0.001 -0.008
H -3.534 -3.117 10.021 0.000 -0.019 -0.006
H -2.139 -5.285 9.078 0.115 -0.025 -0.096
H -2.422 -3.871 8.033 0.096 0.014 -0.035
H 0.595 -1.987 10.050 0.070 -0.095 -0.083
H 0.121 -3.317 11.142 0.033 -0.052 -0.042
C 4.635 -1.387 -6.944 -0.082 0.055 -0.056
C 3.107 -1.290 -6.840 0.140 -0.046 -0.040
C 2.570 -1.008 -8.248 -0.179 0.083 0.354
S 3.758 -1.723 -9.392 -0.010 -0.131 0.104
O 4.369 -0.658 -10.145 -0.042 -0.046 -0.081
O 3.171 -2.863 -10.046 0.041 0.096 -0.153
C 4.917 -2.281 -8.147 0.154 0.038 0.297
H 5.078 -1.791 -6.035 0.010 0.001 -0.007
H 5.058 -0.394 -7.112 0.032 -0.021 -0.008
H 2.705 -2.237 -6.476 -0.006 0.004 -0.004
H 2.798 -0.516 -6.142 0.006 0.001 0.013
H 1.599 -1.465 -8.419 0.027 0.000 -0.141
H 2.518 0.060 -8.454 0.073 -0.020 -0.103
H 5.930 -2.191 -8.531 -0.055 -0.009 -0.141
H 4.689 -3.324 -7.929 -0.026 -0.007 -0.059
C -3.991 6.648 -1.474 0.158 0.044 -0.064
C -3.488 7.101 -2.851 -0.104 -0.036 0.045
C -2.327 6.177 -3.241 0.006 0.333 -0.080
S -2.643 4.614 -2.418 -0.554 0.408 -0.136
O -1.590 4.374 -1.439 0.017 -0.082 -0.238
O -2.965 3.599 -3.389 0.387 -0.258 0.125
C -4.117 5.129 -1.554 -0.136 0.188 0.253
H -4.942 7.110 -1.218 -0.005 -0.020 0.007
H -3.266 6.922 -0.705 -0.035 -0.016 0.030
H -4.292 7.009 -3.583 0.009 -0.018 0.001
H -3.171 8.142 -2.843 0.022 -0.011 -0.017
H -2.276 6.003 -4.313 0.066 -0.134 0.028
H -1.371 6.557 -2.882 0.005 -0.086 0.055
H -4.160 4.641 -0.583 0.072 -0.106 -0.058
H -4.970 4.830 -2.163 0.052 -0.066 -0.047

Record 5
18
Properties=species:S:1:pos:R:3:forces:R:3 method="wB97M-V/def2-TZVPD" charge=-1 lumo_ev="4.00 / 3.92" spin_multiplicity=2 e_above_lowest_kj_mol=132.2 orbital_gap_ev="2.852 / 9.051" energy_ev=-8330.66818
C 0.591 -1.629 -0.611 -1.314 0.835 2.209
C -0.125 -0.304 -0.221 -0.347 0.328 -0.025
C -0.982 -0.316 1.078 1.332 -0.292 -0.877
N -1.646 0.997 1.371 0.089 -1.933 -0.168
N 1.258 -1.418 -1.863 0.269 0.538 -3.885
H -0.183 -2.456 -0.694 1.166 0.723 0.078
H 1.293 -1.813 0.346 -1.026 -0.183 -2.540
H -0.586 0.145 -1.106 -0.378 -0.265 0.184
H 0.708 0.399 -0.011 -0.291 -0.223 -0.129
H -1.600 -1.250 1.183 0.202 0.965 -0.194
H -0.123 -0.433 1.729 -0.288 -0.077 1.173
H -1.705 1.006 2.396 -0.536 0.302 -0.522
H -2.573 0.860 0.951 0.196 0.640 0.582
H 0.610 -1.209 -2.788 1.421 -0.863 3.481
H 1.884 -0.583 -1.894 -0.590 -0.769 0.643
H 1.010 2.187 0.640 -0.081 -0.324 0.433
H 1.229 2.786 -0.698 0.046 0.129 -0.144
O 0.940 3.032 0.193 0.128 0.468 -0.300